The following is a DFT calculation (ωB97M-V/def2-TZVPD) of C40H61N6O6P2RbS4Se as an isolated structure in a non-equilibrium geometry.

The HOMO energy comes out at -5.97 eV. The gap between HOMO and LUMO comes out at 5.938 eV. For the largest force on an atom, the calculation gives 0.0506 Eh/bohr. Its energy relative to the best compared isomer or geometry (same formula, charge and spin) is 90.4 kJ/mol.

Positions of all 121 atoms, in Å:
Rb1 0.03 0.28 -0.12
C1 -5.21 -0.22 0.82
C2 -4.91 -0.89 2.16
S1 -3.43 -0.27 3.03
C3 -4.10 1.15 3.95
C4 -3.96 2.51 3.26
S2 -2.20 2.93 3.09
C5 -2.24 4.20 1.79
C6 -3.08 3.85 0.56
S3 -2.85 2.11 0.13
C7 -4.06 2.00 -1.21
C8 -4.17 0.55 -1.69
S4 -3.96 -0.72 -0.40
H1 -5.19 0.86 0.91
H2 -6.20 -0.53 0.46
H3 -4.71 -1.95 2.01
H4 -5.76 -0.79 2.83
H5 -3.57 1.15 4.90
H6 -5.16 0.95 4.15
H7 -4.46 3.28 3.84
H8 -4.39 2.46 2.26
H9 -1.19 4.29 1.51
H10 -2.58 5.14 2.21
H11 -2.78 4.48 -0.28
H12 -4.14 4.02 0.76
H13 -3.75 2.65 -2.04
H14 -5.02 2.36 -0.84
H15 -3.37 0.31 -2.39
H16 -5.13 0.39 -2.18
N1 -1.46 -4.31 -1.39
C9 -1.22 -3.09 -0.90
N2 -1.13 -2.00 -1.61
C10 -1.20 -2.08 -2.98
N3 -1.07 -1.07 -3.78
N4 -0.71 0.13 -3.20
C11 -1.08 1.16 -3.83
C12 -0.72 2.51 -3.34
C13 -0.79 3.61 -4.20
C14 -0.45 4.86 -3.71
C15 -0.08 4.99 -2.38
C16 -0.04 3.84 -1.61
N5 -0.34 2.63 -2.07
C17 -1.49 -3.40 -3.59
C18 -1.67 -3.58 -4.96
C19 -1.99 -4.82 -5.47
C20 -2.15 -5.91 -4.61
C21 -1.97 -5.76 -3.25
C22 -1.64 -4.50 -2.74
H17 -1.47 -5.10 -0.75
H18 -1.06 -3.03 0.18
H19 -1.68 1.08 -4.74
H20 -1.11 3.47 -5.22
H21 -0.48 5.73 -4.36
H22 0.17 5.95 -1.96
H23 0.24 3.88 -0.56
H24 -1.55 -2.71 -5.61
H25 -2.13 -4.95 -6.54
H26 -2.40 -6.88 -5.01
H27 -2.09 -6.59 -2.58
C23 3.59 3.08 -1.81
C24 3.79 1.60 -2.09
C25 3.53 1.26 -3.55
O1 2.83 0.84 -1.31
P1 3.24 -0.12 -0.12
O2 2.09 -0.95 0.24
C26 3.88 0.92 1.22
P2 2.42 1.34 2.20
O3 1.28 1.84 1.39
O4 2.29 0.00 2.98
C27 1.47 -0.38 4.13
C28 2.12 0.12 5.40
C29 0.05 0.09 3.95
O5 2.90 2.42 3.27
C30 2.30 3.74 3.32
C31 2.84 4.61 2.20
C32 2.60 4.31 4.69
O6 4.53 -0.91 -0.59
C33 4.31 -2.15 -1.36
C34 5.47 -2.26 -2.33
C35 4.20 -3.32 -0.40
H28 4.29 3.67 -2.40
H29 3.74 3.30 -0.75
H30 2.57 3.37 -2.08
H31 4.80 1.30 -1.82
H32 2.48 1.45 -3.78
H33 3.74 0.20 -3.74
H34 4.16 1.86 -4.20
H35 4.40 1.80 0.84
H36 4.54 0.32 1.84
H37 1.50 -1.47 4.10
H38 2.01 1.20 5.50
H39 3.18 -0.12 5.42
H40 1.65 -0.37 6.26
H41 0.01 1.17 3.81
H42 -0.53 -0.16 4.84
H43 -0.42 -0.40 3.10
H44 1.22 3.63 3.20
H45 3.92 4.72 2.29
H46 2.38 5.60 2.24
H47 2.60 4.16 1.23
H48 3.68 4.43 4.81
H49 2.24 3.64 5.47
H50 2.12 5.28 4.81
H51 3.38 -2.05 -1.91
H52 6.41 -2.38 -1.78
H53 5.54 -1.38 -2.96
H54 5.33 -3.14 -2.96
H55 5.13 -3.42 0.17
H56 4.03 -4.23 -0.97
H57 3.37 -3.17 0.29
Se1 0.38 -3.47 2.28
C36 -0.35 -5.03 1.51
C37 0.36 -5.81 0.58
C38 -0.23 -6.91 -0.01
N6 -1.48 -7.32 0.24
C39 -2.16 -6.59 1.14
C40 -1.66 -5.47 1.78
H58 1.38 -5.53 0.33
H59 0.32 -7.51 -0.72
H60 -3.17 -6.94 1.35
H61 -2.27 -4.93 2.49

=====

The following is a DFT calculation (ωB97M-V/def2-TZVPD) of C45H114CrN8O13 as an isolated structure in a non-equilibrium geometry.

The HOMO energy (alpha / beta) comes out at -6.00 / -6.01 eV. The gap between HOMO and LUMO (alpha / beta) comes out at 6.184 / 6.146 eV. For the largest force on an atom, the calculation gives 0.0530 Eh/bohr. The multiplicity is 5.

Positions of all 181 atoms, in Å:
Cr1 -3.29 -2.51 1.95
C1 -1.84 1.55 0.21
C2 -1.31 0.49 -0.83
C3 -0.10 1.13 -1.48
C4 0.67 0.22 -2.41
C5 1.18 -0.92 -1.48
C6 -0.01 -1.70 -0.79
N1 -0.92 -0.75 -0.14
O1 -1.92 -1.36 0.60
C7 0.83 -2.46 0.27
C8 -0.63 -2.62 -1.88
C9 -2.43 0.35 -1.91
H1 -2.15 2.49 -0.25
H2 -1.02 1.73 0.90
H3 -2.68 1.10 0.73
H4 0.45 1.47 -0.60
H5 -0.33 2.07 -2.00
H6 1.54 0.73 -2.84
H7 0.07 -0.10 -3.27
H8 1.98 -0.62 -0.79
H9 1.68 -1.59 -2.18
H10 0.26 -3.13 0.92
H11 1.30 -1.79 1.00
H12 1.62 -3.04 -0.20
H13 -1.58 -3.02 -1.52
H14 0.01 -3.48 -2.08
H15 -0.92 -2.06 -2.77
H16 -3.34 -0.09 -1.49
H17 -2.27 -0.27 -2.80
H18 -2.62 1.31 -2.39
C10 -2.76 -5.99 -0.73
C11 -3.50 -5.29 0.41
O2 -4.08 -6.00 1.25
O3 -3.53 -4.01 0.47
H19 -3.46 -6.57 -1.34
H20 -1.97 -6.62 -0.34
H21 -2.35 -5.30 -1.47
C12 -4.22 8.09 4.83
C13 -3.61 7.07 3.92
C14 -4.45 6.54 2.74
O4 -3.95 5.26 2.45
C15 -4.47 4.66 1.30
N2 -2.27 7.51 3.51
H22 -3.50 8.41 5.58
H23 -4.97 7.65 5.49
H24 -4.59 8.94 4.25
H25 -3.69 6.11 4.45
H26 -4.34 7.24 1.89
H27 -5.53 6.55 2.92
H28 -3.81 3.87 0.94
H29 -4.63 5.26 0.39
H30 -5.47 4.25 1.50
H31 -2.48 8.25 2.85
H32 -1.85 6.76 2.97
C16 -4.60 0.77 4.55
C17 -4.75 -0.50 3.69
C18 -5.21 -0.13 2.29
O5 -5.00 -1.21 1.37
C19 -5.73 -1.14 0.17
N3 -3.36 -0.98 3.60
H33 -5.55 1.30 4.71
H34 -3.98 1.54 4.09
H35 -4.14 0.54 5.50
H36 -5.38 -1.25 4.15
H37 -4.75 0.75 1.83
H38 -6.29 -0.03 2.38
H39 -5.46 -0.16 -0.26
H40 -6.81 -1.14 0.29
H41 -5.41 -1.93 -0.50
H42 -3.03 -1.30 4.50
H43 -2.78 -0.17 3.40
C20 -1.69 9.40 -4.05
C21 -1.04 8.09 -3.57
C22 -1.88 7.49 -2.45
O6 -1.15 6.41 -1.86
C23 -1.98 5.59 -1.03
N4 -1.03 7.20 -4.75
H44 -2.68 9.15 -4.43
H45 -1.06 9.80 -4.85
H46 -1.76 10.13 -3.25
H47 -0.09 8.20 -3.04
H48 -2.91 7.23 -2.69
H49 -1.95 8.21 -1.62
H50 -1.34 4.82 -0.62
H51 -2.84 5.25 -1.61
H52 -2.25 6.15 -0.12
H53 -0.65 6.30 -4.50
H54 -0.47 7.49 -5.54
C24 4.35 -9.43 -1.21
C25 3.59 -8.62 -2.27
C26 3.21 -7.22 -1.83
O7 2.25 -7.22 -0.79
C27 1.91 -5.94 -0.35
N5 4.36 -8.57 -3.53
H55 4.78 -10.30 -1.71
H56 3.72 -9.68 -0.35
H57 5.18 -8.86 -0.81
H58 2.64 -9.15 -2.42
H59 2.74 -6.62 -2.62
H60 4.12 -6.64 -1.58
H61 1.88 -5.97 0.74
H62 1.05 -5.46 -0.83
H63 2.74 -5.27 -0.61
H64 3.82 -7.94 -4.12
H65 4.21 -9.50 -3.92
C28 1.45 4.39 -1.90
C29 2.91 4.62 -1.89
C30 3.80 3.45 -1.46
O8 3.97 2.60 -2.60
C31 4.88 1.52 -2.59
N6 3.44 5.22 -3.13
H66 1.11 3.50 -2.43
H67 0.90 5.30 -2.13
H68 1.11 4.20 -0.87
H69 3.13 5.34 -1.09
H70 3.30 2.87 -0.68
H71 4.82 3.69 -1.13
H72 5.13 1.33 -1.54
H73 5.80 1.76 -3.11
H74 4.42 0.62 -3.01
H75 3.74 4.36 -3.60
H76 2.73 5.56 -3.77
C32 -0.31 -5.24 3.33
C33 -1.36 -4.27 3.96
C34 -0.78 -3.67 5.25
O9 -1.40 -2.41 5.47
C35 -0.85 -1.64 6.56
N7 -1.49 -3.23 2.92
H77 0.05 -6.01 4.02
H78 0.64 -4.72 3.17
H79 -0.62 -5.72 2.40
H80 -2.36 -4.67 4.09
H81 0.28 -3.44 5.12
H82 -0.98 -4.22 6.18
H83 -1.39 -0.70 6.46
H84 0.24 -1.59 6.53
H85 -1.10 -2.12 7.51
H86 -0.59 -3.11 2.47
H87 -1.55 -2.39 3.50
C36 6.34 -5.76 -3.58
O10 6.77 -4.93 -2.50
C37 5.82 -4.64 -1.52
C38 6.36 -3.48 -0.67
N8 5.39 -3.04 0.28
C39 4.15 -2.43 -0.14
C40 3.55 -1.47 0.88
O11 3.29 -2.29 2.04
C41 2.83 -1.47 3.11
H88 5.26 -5.85 -3.64
H89 6.74 -6.77 -3.46
H90 6.67 -5.30 -4.52
H91 5.76 -5.51 -0.85
H92 4.82 -4.58 -1.97
H93 6.69 -2.68 -1.35
H94 7.19 -3.97 -0.16
H95 5.82 -2.80 1.15
H96 3.40 -3.19 -0.39
H97 4.39 -1.83 -1.02
H98 2.65 -0.93 0.59
H99 4.29 -0.76 1.28
H100 2.61 -2.17 3.92
H101 2.00 -0.83 2.81
H102 3.68 -0.87 3.45
C42 1.38 1.20 2.51
C43 0.54 0.18 3.32
O12 -0.84 0.38 3.18
H103 0.94 2.19 2.41
H104 1.53 0.87 1.48
H105 2.39 1.43 2.84
H106 0.80 0.16 4.38
H107 0.72 -0.82 2.92
H108 -1.01 0.27 2.22
C44 0.07 2.22 -5.73
C45 -1.19 2.93 -5.52
O13 -0.94 4.12 -4.75
H109 0.49 1.80 -4.81
H110 0.86 2.78 -6.23
H111 -0.22 1.34 -6.32
H112 -1.99 2.42 -4.97
H113 -1.60 3.15 -6.51
H114 -1.79 4.53 -4.52

=====

The following is a DFT calculation (ωB97M-V/def2-TZVPD) of IK as an isolated structure.

The HOMO energy comes out at -7.56 eV. The gap between HOMO and LUMO comes out at 6.569 eV. For the largest force on an atom, the calculation gives 0.0009 Eh/bohr. Its energy relative to the best compared isomer or geometry (same formula, charge and spin) is 0.0 kJ/mol.

Positions of all 2 atoms, in Å:
K1 0.36 1.21 0.87
I1 -0.36 -1.21 -0.87

=====

The following is a DFT calculation (ωB97M-V/def2-TZVPD) of a 2-piece molecular cluster, C4H14N2 overall in a non-equilibrium geometry.

The HOMO energy comes out at -9.25 eV. The gap between HOMO and LUMO comes out at 10.442 eV. For the largest force on an atom, the calculation gives 0.1141 Eh/bohr. Its energy relative to the best compared isomer or geometry (same formula, charge and spin) is 187.0 kJ/mol.

Positions of all 20 atoms, in Å:
C1 5.26 3.17 -1.41
C2 5.45 2.33 -0.05
N1 5.17 0.81 -0.36
H1 4.56 4.02 -1.14
H2 4.63 2.49 -2.01
H3 6.27 3.31 -1.94
H4 4.75 2.81 0.66
H5 6.43 2.34 0.44
H6 4.45 0.41 0.35
H7 4.63 0.59 -1.23
C3 -4.71 -2.83 -0.11
C4 -4.95 -2.26 1.16
N2 -6.18 -1.49 1.01
H8 -5.66 -3.13 -0.62
H9 -4.01 -3.69 0.00
H10 -4.06 -2.40 -0.91
H11 -4.15 -1.65 1.66
H12 -5.14 -3.00 1.98
H13 -6.06 -0.49 0.66
H14 -6.67 -1.33 1.88

=====

The following is a DFT calculation (ωB97M-V/def2-TZVPD) of an isolated molecule of C5H9NO2 in a non-equilibrium geometry.

The HOMO energy comes out at -9.31 eV. The gap between HOMO and LUMO comes out at 10.122 eV. For the largest force on an atom, the calculation gives 0.0449 Eh/bohr. Its energy relative to the best compared isomer or geometry (same formula, charge and spin) is 286.3 kJ/mol.

Positions of all 17 atoms, in Å:
C1 -0.79 -0.38 -0.73
C2 -0.44 1.09 -0.57
C3 0.44 0.08 0.08
C4 1.82 -0.20 -0.33
C5 2.17 -1.46 -0.62
H1 -2.08 -1.81 0.01
H2 -2.68 -0.31 -0.14
H3 -0.62 -0.96 -1.62
H4 -0.18 1.65 -1.45
H5 -0.66 1.65 1.19
H6 -0.45 -0.64 1.53
H7 2.59 0.57 -0.34
H8 3.20 -1.76 -1.01
H9 1.35 -2.13 -0.61
N1 -1.85 -0.80 0.15
O1 -1.12 1.81 0.35
O2 0.27 0.01 1.44

=====

The following is a DFT calculation (ωB97M-V/def2-TZVPD) of an isolated ion of composition C5H11FN and charge +1 in a non-equilibrium geometry.

Its net charge is +1. The HOMO energy comes out at -16.51 eV. The gap between HOMO and LUMO comes out at 13.261 eV. For the largest force on an atom, the calculation gives 0.1077 Eh/bohr. Its energy relative to the best compared isomer or geometry (same formula, charge and spin) is 408.0 kJ/mol.

Positions of all 18 atoms, in Å:
C1 1.25 0.11 0.74
C2 1.17 0.33 -0.80
C3 0.02 -0.78 1.13
C4 0.12 -0.56 -1.21
C5 -1.46 1.14 0.20
N1 -0.85 -0.52 -0.05
F1 -1.91 -1.33 -0.22
H1 2.11 -0.38 1.08
H2 1.30 0.96 1.34
H3 0.87 1.29 -1.10
H4 2.08 0.21 -1.32
H5 0.16 -1.87 0.97
H6 -0.42 -0.62 2.18
H7 -0.46 -0.21 -2.03
H8 0.59 -1.59 -1.40
H9 -1.72 1.51 -0.83
H10 -2.26 0.71 0.80
H11 -0.58 1.61 0.50

=====

The following is a DFT calculation (ωB97M-V/def2-TZVPD) of an isolated molecule of C6H10O.

The HOMO energy comes out at -9.21 eV. The gap between HOMO and LUMO comes out at 10.193 eV. For the largest force on an atom, the calculation gives 0.0066 Eh/bohr. Its energy relative to the best compared isomer or geometry (same formula, charge and spin) is 1.5 kJ/mol.

Positions of all 17 atoms, in Å:
C1 -0.43 2.14 -0.44
C2 -0.05 0.70 -0.32
C3 1.00 0.08 -0.84
C4 1.07 -1.39 -0.49
C5 -0.24 -1.63 0.30
C6 -0.87 -0.23 0.55
O1 -0.85 0.18 1.92
H1 -0.63 2.56 0.56
H2 -1.36 2.26 -1.02
H3 0.35 2.74 -0.92
H4 1.76 0.56 -1.46
H5 1.97 -1.62 0.10
H6 1.13 -2.02 -1.38
H7 -0.93 -2.25 -0.27
H8 -0.07 -2.13 1.26
H9 -1.93 -0.22 0.29
H10 0.08 0.26 2.17

=====

The following is a DFT calculation (ωB97M-V/def2-TZVPD) of an isolated molecule of C22H24FNO5 in a non-equilibrium geometry.

The HOMO energy comes out at -9.11 eV. The gap between HOMO and LUMO comes out at 7.784 eV. For the largest force on an atom, the calculation gives 0.0892 Eh/bohr. Its energy relative to the best compared isomer or geometry (same formula, charge and spin) is 1043.6 kJ/mol.

Positions of all 53 atoms, in Å:
C1 -1.87 -1.68 -3.45
C2 -3.05 -2.25 -2.48
O1 -2.59 -2.20 -1.10
C3 -3.27 -1.19 -0.33
C4 -2.26 -0.55 0.76
O2 -1.92 -1.47 1.82
C5 -1.39 -0.78 2.98
C6 -0.53 0.51 2.62
C7 0.84 0.44 2.20
C8 1.65 -0.93 2.07
C9 2.47 -1.07 0.69
O3 3.28 -0.22 0.25
C10 2.28 -2.41 -0.19
C11 0.83 -2.69 -0.69
C12 0.56 -3.93 -1.57
C13 1.77 -4.86 -1.90
C14 3.21 -4.57 -1.39
C15 3.51 -3.32 -0.54
C16 1.54 1.85 1.82
O4 2.72 2.14 2.09
C17 0.56 2.87 1.02
C18 1.24 3.66 -0.19
C19 0.76 5.18 -0.35
C20 1.51 6.39 0.38
N1 -0.26 5.48 -1.14
C21 -0.79 2.93 1.43
F1 -1.71 3.76 0.76
C22 -1.21 1.97 2.66
O5 -1.98 2.33 3.58
H1 -1.01 -2.44 -3.49
H2 -2.28 -1.49 -4.51
H3 -1.46 -0.68 -3.04
H4 -4.05 -1.73 -2.67
H5 -3.17 -3.36 -2.77
H6 -3.50 -0.31 -1.06
H7 -4.27 -1.51 0.12
H8 -2.81 0.40 1.14
H9 -1.34 -0.21 0.13
H10 -0.78 -1.57 3.56
H11 -2.27 -0.47 3.64
H12 0.89 -1.81 2.06
H13 2.37 -1.15 2.92
H14 0.00 -1.96 -0.42
H15 -0.49 -4.16 -1.95
H16 1.60 -5.79 -2.54
H17 4.02 -5.33 -1.69
H18 4.58 -3.09 -0.19
H19 1.12 3.02 -1.13
H20 2.37 3.70 0.05
H21 2.55 6.47 -0.12
H22 0.95 7.35 0.12
H23 1.64 6.20 1.49
H24 -0.58 4.57 -1.51

=====

The following is a DFT calculation (ωB97M-V/def2-TZVPD) of an isolated molecule of C3H7N3 in a non-equilibrium geometry.

The HOMO energy (alpha / beta) comes out at -7.04 / -8.03 eV. The gap between HOMO and LUMO (alpha / beta) comes out at 7.341 / 8.753 eV. For the largest force on an atom, the calculation gives 0.1588 Eh/bohr. Its energy relative to the best compared isomer or geometry (same formula, charge and spin) is 606.2 kJ/mol.

Positions of all 13 atoms, in Å:
C1 -3.36 0.59 -0.38
C2 1.19 0.28 0.60
C3 0.44 -0.23 -0.66
N1 -2.75 0.15 0.48
N2 -1.67 -0.66 0.30
N3 -0.99 -0.10 -0.73
H1 -4.11 1.29 -0.70
H2 0.61 1.04 1.12
H3 2.23 0.58 0.33
H4 1.39 -0.49 1.30
H5 0.76 -1.31 -0.72
H6 0.75 0.14 -1.65
H7 -1.03 -0.75 1.12